[1]
Density functional theory data (ωB97M-V/def2-TZVPD) for a 5-piece molecular cluster, C19H47NO13P2 overall at a distorted geometry.

Computed properties:
Orbital gap (spin up / spin down): 10.523 / 9.109 eV
Charge: +1
Multiplicity: 2
HOMO energy (spin up / spin down): -12.2831 / -12.8962 eV
Electronic energy: -67145.5839 eV
Energy relative to the best compared isomer or geometry (same formula, charge and spin): 8.06 kcal/mol
E_LUMO (spin up / spin down): -1.8 / -3.8 eV

The geometry in XYZ format:
```
82
C19H47NO13P2 ωB97M-V/def2-TZVPD
O -0.79 -0.97 0.46
H -0.30 -0.35 1.01
H -1.29 -0.47 -0.19
H -0.32 -1.67 0.01
C 1.15 0.15 -1.99
C 2.08 -1.07 -1.82
C 3.20 -0.52 -0.84
C 4.14 -1.60 -0.31
C 3.36 -2.65 0.40
C 2.18 -3.24 -0.43
N 1.40 -2.21 -1.15
O 0.10 -2.64 -1.71
C 1.17 -3.82 0.77
C 2.69 -4.40 -1.33
C 2.81 -1.48 -3.14
H 0.58 0.42 -1.11
H 0.40 -0.05 -2.76
H 1.68 1.08 -2.18
H 2.66 -0.05 -0.02
H 3.84 0.25 -1.28
H 4.98 -1.33 0.33
H 4.76 -2.03 -1.09
H 2.99 -2.34 1.38
H 4.06 -3.46 0.57
H 1.72 -4.60 1.31
H 0.21 -4.24 0.46
H 0.87 -3.06 1.48
H 3.75 -4.36 -1.61
H 2.12 -4.45 -2.26
H 2.54 -5.40 -0.91
H 3.31 -2.44 -3.10
H 3.47 -0.68 -3.49
H 2.07 -1.45 -3.95
C -2.68 2.87 1.42
C -3.66 2.73 2.51
O -3.20 1.87 3.51
C -3.57 0.53 3.45
O -4.10 -0.02 2.49
O -3.17 -0.01 4.61
C -3.51 -1.29 4.86
H -1.68 3.14 1.77
H -3.04 3.64 0.74
H -2.58 1.95 0.83
H -4.64 2.48 2.11
H -3.79 3.69 3.00
H -4.56 -1.50 5.06
H -2.92 -1.68 5.69
H -3.19 -1.97 4.08
C 1.99 3.35 -0.07
O 1.38 3.41 1.19
P 1.22 2.08 2.13
O 0.52 0.90 1.49
O 2.74 1.73 2.70
C 3.10 0.54 3.39
O 0.52 2.68 3.46
C 0.21 1.81 4.57
H 2.74 4.14 -0.14
H 1.39 3.46 -0.97
H 2.69 2.52 -0.13
H 2.24 -0.08 3.63
H 3.46 0.82 4.38
H 3.83 -0.12 2.91
H -0.74 2.11 5.03
H 0.99 1.76 5.33
H -0.07 0.78 4.33
C -1.34 3.11 -3.06
O -2.58 2.57 -2.66
P -2.72 0.95 -2.59
O -2.14 0.34 -1.38
O -2.06 0.40 -3.97
C -1.89 -0.97 -4.19
O -4.34 0.69 -2.80
C -4.81 0.93 -4.12
H -0.45 2.49 -2.92
H -1.25 4.06 -2.54
H -1.44 3.23 -4.14
H -2.50 -1.18 -5.07
H -2.19 -1.62 -3.37
H -0.86 -1.21 -4.47
H -5.72 1.51 -4.18
H -5.09 0.02 -4.64
H -4.13 1.51 -4.74
```

Atomic partial charges in e from the Mulliken method, atoms 1 to 5:
1 O -0.0963
2 H 0.6887
3 H 0.6936
4 H 0.2118
5 C -1.0078


[2]
Density functional theory data (ωB97M-V/def2-TZVPD) for a 5-piece molecular cluster, C30H62FNO12PS overall.

Computed properties:
Orbital gap: 6.406 eV
Charge: +1
Multiplicity: 1
HOMO energy: -10.8338 eV
Electronic energy: -81005.2624 eV
E_LUMO: -4.4 eV

The geometry in XYZ format:
```
108
C30H62FNO12PS ωB97M-V/def2-TZVPD
C 1.76 -2.37 -0.18
C 2.29 -0.95 0.04
S 1.24 0.05 1.13
C 0.69 1.46 0.10
C -0.71 1.20 -0.38
C -1.69 1.07 0.57
C -2.99 0.81 0.21
C -4.04 0.70 1.28
O -3.74 0.58 2.43
O -5.31 0.82 0.82
C -6.15 -0.34 1.02
O -5.37 -1.48 1.06
C -5.81 -2.52 0.19
C -3.29 0.65 -1.14
C -2.31 0.77 -2.09
P -2.76 0.70 -3.89
C -4.32 -0.23 -3.78
O -1.75 -0.44 -4.48
N -1.04 1.09 -1.69
C -0.02 1.37 -2.73
C 0.92 0.20 -3.06
F 1.04 0.10 -4.43
H 2.15 -3.05 0.58
H 2.14 -2.75 -1.13
H 0.68 -2.41 -0.17
H 3.30 -0.95 0.44
H 2.35 -0.44 -0.92
H 0.66 2.30 0.78
H 1.42 1.64 -0.69
H -1.45 1.17 1.62
H -6.70 -0.20 1.95
H -6.84 -0.36 0.17
H -6.81 -2.85 0.45
H -5.12 -3.35 0.34
H -5.78 -2.19 -0.85
H -4.31 0.44 -1.43
H -4.26 -1.12 -3.15
H -5.12 0.43 -3.43
H -4.56 -0.55 -4.79
H -1.66 -1.24 -3.94
H -0.52 1.67 -3.64
H 0.55 2.23 -2.40
H 1.92 0.41 -2.68
H 0.56 -0.75 -2.66
C 1.17 -5.43 -3.28
O 2.20 -5.67 -2.33
C 2.44 -7.05 -2.10
C 3.66 -7.54 -2.85
O 3.47 -7.49 -4.25
C 4.10 -6.39 -4.89
H 1.19 -4.37 -3.52
H 1.32 -6.01 -4.19
H 0.19 -5.67 -2.85
H 1.57 -7.64 -2.39
H 2.61 -7.18 -1.03
H 3.85 -8.58 -2.58
H 4.54 -6.95 -2.56
H 5.19 -6.53 -4.90
H 3.86 -5.45 -4.39
H 3.74 -6.36 -5.91
C 5.70 0.83 0.56
O 5.81 -0.58 0.68
C 6.88 -1.13 -0.08
C 8.08 -1.43 0.79
O 8.65 -0.24 1.30
C 8.32 0.02 2.65
H 4.99 1.17 1.32
H 6.66 1.33 0.72
H 5.32 1.10 -0.43
H 7.16 -0.46 -0.89
H 6.52 -2.07 -0.52
H 8.84 -1.92 0.17
H 7.80 -2.11 1.60
H 8.84 -0.68 3.32
H 7.24 -0.05 2.82
H 8.65 1.03 2.88
C -11.90 3.63 2.25
O -10.88 3.21 3.13
C -10.92 1.82 3.44
C -9.88 1.05 2.66
O -10.14 1.05 1.27
C -9.35 1.98 0.55
H -11.66 4.64 1.94
H -11.95 2.99 1.36
H -12.87 3.63 2.75
H -11.92 1.41 3.24
H -10.71 1.72 4.51
H -9.89 0.00 3.00
H -8.89 1.46 2.87
H -8.31 1.64 0.49
H -9.37 2.97 1.01
H -9.76 2.05 -0.46
C 3.94 6.33 3.20
O 5.01 6.03 4.07
C 5.23 4.65 4.27
C 6.38 4.13 3.44
O 6.11 4.19 2.05
C 6.73 5.28 1.39
H 3.98 7.39 2.98
H 4.00 5.76 2.27
H 2.98 6.11 3.69
H 4.32 4.08 4.04
H 5.46 4.50 5.32
H 6.55 3.08 3.69
H 7.29 4.69 3.67
H 7.81 5.12 1.31
H 6.54 6.22 1.92
H 6.30 5.35 0.39
```

Atomic partial charges in e from the Mulliken method, atoms 1 to 5:
1 C -1.3416
2 C 0.6980
3 S -0.0694
4 C -1.4235
5 C 1.1208


[3]
Density functional theory data (ωB97M-V/def2-TZVPD) for a 2-piece molecular cluster, C5H14O2 overall at a distorted geometry.

Computed properties:
Orbital gap: 10.833 eV
Multiplicity: 1
HOMO energy: -10.1081 eV
Electronic energy: -9506.4364 eV
Energy relative to the best compared isomer or geometry (same formula, charge and spin): 12.99 kcal/mol
E_LUMO: 0.7 eV

The geometry in XYZ format:
```
21
C5H14O2 ωB97M-V/def2-TZVPD
C -1.83 -1.29 0.23
O -2.55 -0.09 -0.04
C -0.40 -1.28 -0.32
C 0.41 -0.05 0.06
C 1.31 0.51 -1.07
C 0.57 0.89 -2.36
H -1.87 -1.55 1.30
H -2.43 -2.04 -0.28
H -1.97 0.66 -0.13
H 0.08 -2.18 0.03
H -0.53 -1.38 -1.39
H -0.25 0.77 0.31
H 1.06 -0.21 0.91
H 1.67 1.45 -0.62
H 2.22 -0.05 -1.31
H 1.05 0.50 -3.25
H 0.48 1.97 -2.49
H -0.45 0.52 -2.34
H 1.42 0.36 4.71
H 0.55 1.42 4.02
O 1.45 1.06 4.03
```

Atomic partial charges in e from the natural (NBO) method, atoms 1 to 5:
1 C -0.0494
2 O -0.7289
3 C -0.4414
4 C -0.3935
5 C -0.3950


[4]
Density functional theory data (ωB97M-V/def2-TZVPD) for a 2-piece molecular cluster, C6H16N2O2 overall at a distorted geometry.

Computed properties:
Orbital gap: 10.224 eV
Multiplicity: 1
HOMO energy: -9.4004 eV
Electronic energy: -13557.1521 eV
Energy relative to the best compared isomer or geometry (same formula, charge and spin): 23.04 kcal/mol
E_LUMO: 0.8 eV

The geometry in XYZ format:
```
26
C6H16N2O2 ωB97M-V/def2-TZVPD
C -0.10 -1.14 -0.88
C -1.02 -0.72 1.40
C 0.21 -2.64 -0.78
C -1.48 -0.88 -1.46
N 0.87 -0.52 -1.71
O 0.03 -0.52 0.50
H 1.80 -0.64 -1.31
H 0.67 0.48 -1.77
H -1.89 -0.09 1.17
H -1.35 -1.77 1.43
H -0.64 -0.46 2.40
H 1.18 -2.79 -0.32
H 0.21 -3.07 -1.77
H -0.55 -3.15 -0.18
H -1.68 0.19 -1.43
H -1.49 -1.20 -2.50
H -2.25 -1.42 -0.92
C 0.07 2.64 1.60
C 0.65 2.13 0.30
N 1.97 1.80 0.38
O 0.09 2.24 -0.77
H 2.40 1.63 1.28
H 2.47 1.58 -0.47
H -0.99 2.84 1.48
H 0.21 1.90 2.39
H 0.59 3.56 1.90
```

Atomic partial charges in e from the natural (NBO) method, atoms 1 to 5:
1 C 0.4202
2 C -0.2500
3 C -0.6375
4 C -0.6562
5 N -0.8526